Record 1
{"formula": "C11H17N4", "method": "the ωB97M-V functional and the def2-TZVPD basis", "charge": 2, "gap_ha": [0.32677, 0.23148], "lumo_ev": [-7.1, -10.0], "de_lowest_kcal_mol": 54.87, "s2": 0.772, "multiplicity": 2, "homo_ev": [-16.016, -16.256], "symbols": ["C", "C", "N", "N", "N", "H", "H", "H", "H", "H", "H", "H", "H", "C", "C", "C", "C", "C", "C", "C", "C", "C", "N", "H", "H", "H", "H", "H", "H", "H", "H", "H"], "xyz": [[0.596055, 2.292303, -2.657785], [1.081952, 2.262953, -0.248435], [1.466149, 2.465807, -1.466720], [-0.297332, 2.320467, 0.112426], [1.997868, 2.484231, 0.804079], [2.418132, 2.849246, -1.649658], [-0.754585, 3.124979, 0.543184], [-0.564062, 1.435439, 0.455909], [2.895200, 2.026397, 0.698436], [1.726514, 2.280836, 1.772829], [1.208427, 1.956717, -3.488396], [0.155691, 3.280481, -2.874631], [-0.356585, 1.821540, -2.370121], [-3.243731, -0.477558, 0.410299], [0.230508, -1.454273, 0.992402], [-0.810000, -1.195554, 0.043715], [-1.818572, -0.447820, 0.761018], [-1.270107, -0.176667, 2.076089], [1.410047, -2.111817, 0.623882], [1.275918, -2.720461, -0.587440], [-0.835647, -1.785525, -1.269756], [0.229211, -2.678096, -1.485881], [-0.041556, -0.787209, 2.183209], [0.332570, -1.125959, 3.049806], [2.040529, -2.423101, 1.450499], [-1.571342, 0.429802, 2.905185], [2.106121, -3.317637, -0.932456], [-1.783331, -2.012777, -1.693447], [-3.627552, -0.861461, -0.539318], [-3.448576, 0.590250, 0.614189], [0.257082, -3.401025, -2.285170], [-3.853477, -0.955511, 1.191229]], "forces_ev_per_angstrom": [[-1.05, 1.79, 0.77], [0.19, 3.69, 3.43], [0.35, -0.34, -0.85], [1.13, -0.76, -1.48], [-0.62, -1.93, -1.01], [-0.86, -0.81, 0.36], [0.82, -0.10, -0.28], [-0.72, -0.67, 0.64], [0.41, 0.44, -0.48], [-0.66, 0.43, -0.76], [-0.43, -0.44, 0.05], [0.75, 0.01, -0.34], [0.95, -0.91, -0.27], [-0.64, 1.91, 1.21], [0.99, 0.79, -1.96], [-0.20, 0.71, 0.80], [0.89, -2.94, -0.35], [1.76, -1.01, -0.35], [-2.73, 0.24, 2.34], [2.27, -1.21, -1.52], [1.05, -2.17, 2.59], [-1.32, 1.42, -0.12], [-2.22, 0.51, -0.70], [0.32, 0.40, 0.58], [0.82, 0.15, -0.64], [-0.76, 0.01, 0.22], [0.16, -0.40, 0.23], [-0.59, 0.71, -1.07], [0.78, 0.40, 0.00], [-1.08, -0.08, -0.74], [-0.15, 0.26, -0.35], [0.40, -0.12, 0.05]]}

***

Record 2
{"formula": "CH6N4S", "method": "the ωB97M-V functional and the def2-TZVPD basis", "gap_ha": 0.28467, "lumo_ev": -0.8, "de_lowest_kcal_mol": 146.75, "homo_ev": -8.595, "symbols": ["C", "H", "H", "H", "H", "H", "H", "N", "N", "N", "N", "S"], "xyz": [[0.020691, 0.397792, -0.025260], [0.922906, -1.513152, -1.099212], [1.242741, -1.808171, 0.479214], [2.038378, 0.668320, -0.080944], [0.251084, 2.323902, -0.179206], [-0.931340, -0.740359, 1.875734], [-2.586268, 1.571879, -0.718516], [1.601004, -1.225512, -0.430518], [1.320415, 0.077474, 0.074678], [-0.408414, 1.530710, -0.068546], [-0.881108, -0.751512, 0.380620], [-2.590084, -0.531371, -0.208045]], "forces_ev_per_angstrom": [[-0.11, -1.59, 2.72], [-0.67, 0.21, -0.87], [1.55, 0.95, -3.12], [2.24, 2.66, -0.80], [-0.46, -1.05, -0.21], [0.35, 0.39, -5.10], [0.36, -3.41, 1.19], [0.29, -2.32, 4.73], [-1.90, -4.16, -0.54], [-1.69, 4.67, -0.71], [-2.00, 1.07, 2.89], [2.04, 2.58, -0.18]]}

***

Record 3
{"formula": "C29H46ClN4O4Pm", "method": "the ωB97M-V functional and the def2-TZVPD basis", "gap_ha": [0.23331, 0.23379], "lumo_ev": [0.2, 0.2], "s2": 6.008, "multiplicity": 5, "homo_ev": [-6.178, -6.191], "symbols": ["O", "C", "C", "C", "H", "C", "H", "C", "H", "C", "H", "C", "H", "H", "C", "C", "H", "H", "H", "C", "C", "H", "H", "H", "H", "Pm", "Cl", "C", "O", "N", "C", "C", "H", "H", "H", "H", "H", "H", "H", "H", "H", "C", "C", "N", "H", "C", "O", "H", "H", "H", "H", "H", "H", "C", "C", "N", "H", "C", "O", "H", "H", "H", "H", "C", "N", "C", "C", "C", "C", "C", "C", "C", "C", "H", "H", "H", "H", "H", "H", "H", "H", "H", "H", "H", "H"], "xyz": [[1.783579, -0.765879, -2.989302], [0.710984, -0.343847, -3.365240], [0.219137, 1.003900, -3.674653], [0.679640, 2.132815, -2.986884], [1.005264, 2.065752, -1.952235], [0.727577, 3.322844, -3.684722], [1.184510, 4.173434, -3.186014], [0.322200, 3.379099, -5.016683], [0.443696, 4.332297, -5.513502], [-0.291055, 2.284349, -5.639432], [-0.636184, 2.339863, -6.662274], [-0.375311, 1.076846, -4.962275], [-0.842897, 0.154856, -5.338414], [-0.118255, -1.052733, -3.650525], [-1.702953, -2.098186, -2.193630], [-1.373182, -0.794630, -1.592787], [-2.332307, -2.133432, -3.089354], [-2.417075, -2.478087, -1.442645], [-0.884560, -2.806947, -2.346130], [-2.072334, 0.304701, -1.761622], [-3.557733, 0.156152, -1.873298], [-1.810436, 1.345228, -1.628588], [-3.817639, 0.489712, -2.876058], [-4.049203, 0.829409, -1.170715], [-3.952026, -0.843779, -1.643848], [-0.954745, -1.268860, 0.489044], [-3.516917, -1.152517, 1.177055], [-1.101834, -0.935789, 3.411818], [-0.447927, -1.740812, 2.673991], [-1.152637, -1.069446, 4.714141], [-0.512716, -2.248069, 5.259657], [-1.910232, -0.161979, 5.560935], [-1.652438, -0.100077, 2.954255], [0.023303, -2.705366, 4.434348], [-1.267624, -2.947274, 5.617441], [0.169452, -1.965613, 6.055224], [-2.158202, 0.745199, 4.995494], [-1.263582, 0.082703, 6.409022], [-2.851977, -0.633762, 5.878986], [4.956474, 0.592222, -1.957086], [4.833279, 1.198918, 0.320421], [3.875999, 0.492623, -1.952681], [3.806752, 0.881367, 0.474015], [3.369991, 0.092434, -0.657131], [3.571664, -0.218686, -2.707105], [2.608201, -1.001419, -0.497411], [1.659469, -1.154748, 0.307813], [3.757172, 0.320234, 1.397924], [2.803386, -1.827142, -1.183685], [3.435726, 1.446158, -2.233485], [3.198505, 1.775376, 0.570694], [0.049297, -6.714885, 0.647426], [2.244827, -6.640662, -0.988524], [-0.393397, -6.123206, -0.154147], [1.609701, -6.033197, -1.636176], [0.626402, -5.337411, -0.830536], [-1.156150, -5.478524, 0.274298], [0.673146, -4.030128, -0.665659], [-0.163310, -3.422726, 0.069624], [2.242090, -5.330338, -2.181618], [1.460354, -3.506297, -1.226141], [-0.842453, -6.800038, -0.877197], [1.084455, -6.667670, -2.350758], [-2.928476, 2.631969, 1.129420], [-1.815017, 3.483350, 0.847107], [-1.709291, 4.656013, 1.661658], [-0.604180, 2.954134, 0.277287], [0.387569, 2.456182, 1.279470], [1.194262, 3.413569, 1.944718], [1.986891, 3.032612, 3.022553], [2.041512, 1.691638, 3.381151], [1.331207, 0.739948, 2.621418], [0.476773, 1.127800, 1.624614], [-3.811555, 3.275633, 1.255544], [-2.797573, 2.030200, 2.048541], [-3.097058, 1.901483, 0.324360], [-2.695334, 5.140045, 1.692407], [-1.415671, 4.426205, 2.704414], [-0.966101, 5.347892, 1.239903], [-0.880371, 2.128842, -0.380629], [-0.154191, 3.753370, -0.338123], [1.175677, 4.466112, 1.633417], [2.562471, 3.783249, 3.573241], [2.650182, 1.377919, 4.232850], [1.511321, -0.302472, 2.871264]], "forces_ev_per_angstrom": [[-0.87, 0.47, -0.44], [-2.45, -1.77, 0.07], [1.22, 0.48, -0.42], [-0.15, -0.35, -0.66], [0.17, -0.16, -0.19], [0.16, 0.05, 0.16], [-0.27, 0.13, -0.23], [-0.33, 0.09, 0.19], [-0.10, -0.12, -0.31], [0.13, 0.11, 0.15], [-0.11, 0.20, 0.00], [0.49, 0.01, 1.30], [0.39, 0.57, -0.20], [0.88, -0.08, -0.08], [-2.16, -1.04, 0.93], [3.78, 1.71, -3.91], [0.09, 0.50, -0.14], [0.00, -1.24, -0.15], [0.02, 0.27, 0.17], [-2.54, -0.44, 0.81], [-0.63, 0.53, -0.98], [0.64, -0.12, 0.37], [-0.71, -0.10, -0.28], [-0.04, 0.08, -0.05], [0.29, 0.30, -0.35], [1.62, 1.10, 1.97], [-0.11, -0.15, 0.13], [0.68, -0.58, -1.26], [-0.84, 0.66, 1.76], [-0.15, -0.07, -0.13], [-0.08, 0.01, 0.17], [0.01, -0.12, -0.19], [0.17, -0.04, 0.39], [0.14, -0.11, 0.24], [0.00, -0.02, 0.20], [0.05, -0.05, 0.17], [0.18, -0.23, 0.17], [-0.39, 0.13, 0.02], [0.35, 0.12, 0.13], [0.29, 0.08, 0.22], [0.23, -0.09, -0.18], [0.51, -0.40, -0.12], [-0.54, 0.65, 0.11], [0.51, -0.54, 0.44], [0.33, 0.10, 0.13], [-2.00, -0.22, 0.43], [1.99, -0.05, -0.64], [-0.20, -0.13, 0.04], [0.20, 0.19, -0.46], [-0.06, 0.19, 0.00], [-0.15, 0.21, 0.27], [0.08, -0.03, 0.01], [-0.01, -0.11, -0.13], [0.01, -0.23, 0.01], [0.00, -0.12, 0.05], [0.03, 0.21, 0.02], [0.13, 0.06, -0.14], [-1.50, 1.05, 1.23], [1.53, -1.34, -1.23], [-0.16, 0.02, 0.10], [-0.20, 0.02, 0.19], [-0.08, -0.06, -0.03], [0.15, -0.07, -0.02], [0.16, -0.34, 0.27], [-0.42, 0.65, -0.85], [-0.08, -0.15, 0.27], [0.00, 0.03, -0.22], [1.03, 1.39, 0.81], [-0.21, -0.11, -0.24], [0.10, 0.32, 0.02], [-0.05, -0.51, -0.16], [1.23, 0.91, 1.58], [-2.07, -1.98, -1.44], [0.03, -0.36, -0.05], [-0.14, 0.07, 0.07], [0.03, 0.35, 0.19], [0.23, 0.10, 0.03], [0.05, 0.18, -0.09], [-0.24, -0.12, 0.11], [0.15, 0.16, 0.14], [-0.03, -0.11, 0.05], [0.01, -0.35, 0.12], [-0.17, -0.25, -0.17], [-0.05, 0.06, -0.20], [-0.19, -0.07, -0.06]]}